{
  "formula": "C17H27Cl9O18S3",
  "method": "ωB97M-V with the def2-TZVPD basis set",
  "multiplicity": 2,
  "homo_ev": [-12.846, -12.846],
  "total_charge": 1,
  "s2": 0.7552,
  "e_lumo_ev": [-3.0, -9.6],
  "symbols": ["C", "Cl", "Cl", "Cl", "H", "C", "Cl", "Cl", "Cl", "H", "C", "Cl", "Cl", "Cl", "H", "C", "C", "C", "O", "C", "O", "O", "H", "H", "H", "H", "H", "H", "C", "C", "C", "O", "C", "O", "O", "H", "H", "H", "H", "H", "H", "C", "C", "O", "S", "O", "O", "O", "H", "H", "H", "H", "C", "C", "O", "S", "O", "O", "O", "H", "H", "H", "H", "C", "C", "O", "S", "O", "O", "O", "H", "H", "H", "H"],
  "xyz": [[2.202426, -1.943448, -6.159884], [2.607896, -1.589968, -7.914844], [0.742556, -2.931268, -5.759514], [2.156026, -0.425968, -5.330924], [3.038786, -2.492358, -5.727104], [3.321176, -3.643898, 2.529936], [1.590596, -3.685478, 2.753506], [3.907756, -3.729978, 0.846726], [4.091136, -4.697508, 3.654696], [3.674266, -2.672218, 2.875276], [0.941846, 4.274532, 1.676186], [0.709096, 2.470222, 1.697876], [-0.404374, 5.017292, 2.709586], [0.628386, 4.755042, -0.011754], [1.927556, 4.702222, 1.859346], [2.683046, -1.530128, -1.871254], [1.514506, -0.777768, -1.185604], [1.590096, 0.751562, -1.190124], [0.275446, 1.190482, -1.498964], [-0.409594, 0.155302, -1.984914], [-1.515064, 0.216622, -2.594234], [0.278166, -0.967638, -1.820534], [2.424556, -2.489598, -2.319254], [3.472426, -1.661958, -1.131254], [3.220636, -0.937358, -2.611334], [1.327566, -1.130848, -0.171464], [2.336416, 1.264282, -1.796944], [1.790986, 0.916952, -0.131644], [-3.666054, -0.558318, -0.064854], [-3.863844, -1.507388, -1.207344], [-3.054134, -2.796178, -1.250524], [-4.001374, -3.761768, -1.644684], [-5.284194, -3.138898, -1.617014], [-6.308394, -3.737348, -1.910814], [-5.168284, -1.952208, -1.384934], [-4.304954, 0.298842, 0.147686], [-2.641074, -0.216588, -0.208844], [-3.741174, -1.098438, 0.878936], [-3.594304, -0.928938, -2.091004], [-2.506164, -2.953148, -0.321444], [-2.293464, -2.781558, -2.031084], [-5.080484, 3.690072, -1.759014], [-4.357474, 2.535992, -2.420704], [-5.427064, 1.543202, -2.623714], [-6.982944, 2.190652, -2.437864], [-7.911024, 1.367922, -1.621594], [-7.421114, 2.771812, -3.692154], [-6.454384, 3.451962, -1.501284], [-4.805264, 4.657842, -2.178264], [-4.547214, 3.699652, -0.808414], [-3.591384, 2.108072, -1.774104], [-3.867194, 2.659522, -3.386344], [1.187126, -0.520018, 5.030166], [0.432566, -1.856008, 5.393366], [-0.681094, -1.892238, 4.557566], [-0.621884, -0.842918, 3.314736], [-1.426984, 0.357092, 3.487676], [-0.665504, -1.513018, 2.005006], [0.902856, -0.577398, 3.657166], [2.256796, -0.526978, 5.239576], [0.784446, 0.438222, 5.358376], [-0.100894, -1.703818, 6.331636], [0.973536, -2.778448, 5.182296], [6.139666, 1.244232, 2.271206], [4.698056, 0.890702, 2.273066], [4.055516, 1.836182, 1.516976], [5.039276, 2.621402, 0.543256], [4.516256, 3.998042, 0.323076], [5.202876, 1.684272, -0.587844], [6.221206, 2.563812, 1.679366], [6.685096, 0.485012, 1.710676], [6.520226, 1.238522, 3.292596], [4.099996, 0.955292, 3.182056], [4.529506, -0.053828, 1.755826]],
  "atomic_forces_ev_per_a": [[0.5341, -0.4121, -0.3973], [-0.7660, -0.7963, 1.2688], [0.6499, 0.5521, -0.7981], [-0.2772, 0.7375, 0.3984], [-0.1682, -0.0404, -0.4758], [0.6895, 1.6040, 0.2727], [-0.3152, -0.2318, -0.6658], [-0.4398, -0.4354, 0.4494], [0.5651, -1.1476, 0.2119], [-0.4289, 0.0641, -0.3526], [-2.2048, 0.0336, -0.9042], [0.6531, 1.1388, 0.6808], [1.5629, -0.5740, -0.5686], [0.1122, 0.1245, 0.1111], [-0.1486, -0.7014, 0.7764], [0.2343, 0.7430, 0.4818], [0.9318, -0.0816, -0.6841], [1.0097, -0.2818, 1.9180], [-0.6066, 0.0343, -0.3899], [-2.6417, 0.2816, -2.3638], [3.3755, -0.2092, 2.5917], [-1.7328, -1.1905, -1.3766], [-0.2387, 0.0585, 0.2711], [-0.1978, -0.3838, 0.2671], [-0.5932, 0.2100, -0.3196], [0.4735, -0.1385, 0.1297], [-0.1634, -0.3034, -0.2461], [0.0941, 1.1118, -0.2279], [0.2879, -0.8101, 1.4988], [2.7310, 2.5602, -1.1048], [1.1824, 1.2394, 0.3659], [-3.8198, -1.1002, -0.0782], [6.8505, -1.8556, -0.1168], [-2.2610, -1.6450, -0.4490], [-3.9125, 2.6312, 0.6998], [-0.2868, -0.0179, -1.1527], [0.0173, 0.1420, 0.2939], [0.4054, -0.2292, 0.1728], [-0.3936, -0.0463, -0.3161], [-0.5866, -0.7538, 0.3182], [-0.1214, 0.1569, -0.1850], [2.1002, 0.9938, 1.5004], [-1.2154, -1.4243, -1.0468], [-1.6722, -0.1566, 0.4563], [-0.4195, 0.8973, 0.7314], [3.1010, 1.7057, -2.2306], [0.6735, -1.4320, 1.6044], [-0.1111, -1.4335, -1.0557], [-0.9089, -0.0102, -0.5428], [-0.6807, 0.4247, 0.5501], [-0.3126, -0.2447, 0.1185], [-0.3841, 0.5577, -0.0637], [-0.8818, -1.1590, 0.1676], [-0.0531, 1.7551, 1.7873], [-2.7474, 0.5630, -2.7451], [0.4101, -0.1039, -1.0404], [1.0961, -2.2875, 0.2043], [-0.1254, 1.0945, 2.7187], [1.1499, 1.4032, -2.9331], [-0.0792, -0.2794, -0.4195], [-0.3088, -0.3446, 0.8208], [1.0402, -0.8265, 0.7102], [0.3883, 0.3319, 0.7045], [1.1663, -0.1724, 0.6476], [-1.7044, -1.4146, 0.2043], [-1.8622, 2.4869, -1.6694], [-1.7862, 0.6818, -1.4566], [2.0158, -3.9522, 0.8595], [0.6344, 2.3328, 2.1455], [-0.0275, -0.1223, -1.2489], [0.2624, 0.4547, -0.2591], [0.2954, 0.6162, -0.2153], [0.7798, -0.5266, 0.5679], [0.1116, -0.4465, 0.4226]],
  "lowdin_charge": [-1.49, 0.49, 0.49, 0.55, 0.01, -1.59, 0.64, 0.56, 0.59, -0.01, -1.36, 0.54, 0.47, 0.51, 0.02, -0.02, -0.28, -0.10, 0.07, -0.51, 0.07, 0.08, 0.09, 0.04, 0.06, 0.14, 0.15, 0.07, 0.02, -0.28, -0.05, 0.13, -0.40, 0.51, 0.25, 0.11, 0.09, 0.10, 0.15, 0.15, 0.16, -0.20, -0.14, -0.25, 0.76, -0.26, -0.24, -0.18, 0.14, 0.12, 0.11, 0.13, -0.13, -0.17, -0.22, 0.64, -0.24, -0.30, -0.28, 0.13, 0.13, 0.14, 0.09, -0.15, -0.23, -0.25, 0.73, -0.24, -0.25, -0.17, 0.14, 0.14, 0.14, 0.13]
}

***

{
  "formula": "C17H27ClN2O3P",
  "method": "ωB97M-V with the def2-TZVPD basis set",
  "homo_ev": -11.824,
  "total_charge": 1,
  "e_lumo_ev": -3.9,
  "symbols": ["C", "C", "C", "C", "P", "C", "O", "C", "C", "C", "C", "Cl", "N", "N", "C", "C", "C", "C", "H", "H", "H", "H", "H", "H", "H", "H", "H", "H", "H", "H", "H", "H", "H", "H", "H", "H", "H", "H", "H", "O", "C", "O", "C", "C", "C", "H", "H", "H", "H", "H", "H"],
  "xyz": [[3.004509, 0.153616, -1.977938], [1.740073, 0.006270, -1.533125], [1.391138, -0.387256, -0.135921], [1.175194, 0.518338, 0.865200], [1.265521, 2.356355, 0.753327], [0.948057, 2.939488, -0.958188], [-0.077019, 2.842309, 1.593370], [0.893651, 0.018463, 2.126593], [0.836289, -1.318906, 2.391131], [0.561931, -1.879462, 3.758275], [1.068831, -2.174007, 1.332643], [1.040420, -3.861259, 1.597129], [1.327009, -1.717298, 0.098345], [1.520504, -2.687474, -0.901684], [0.285603, -2.856060, -1.702309], [0.144711, -4.269159, -2.254261], [1.169297, -4.489081, -3.426219], [2.450466, -5.179420, -2.873633], [3.719258, 0.755899, -1.419930], [3.256407, -0.298709, -2.934021], [0.903878, 0.148503, -2.220427], [0.542347, 3.948680, -0.867017], [0.302578, 2.315590, -1.579320], [1.903837, 3.042999, -1.475088], [-0.862182, 2.517729, 1.121865], [0.740679, 0.699119, 2.958708], [-0.188306, -2.664130, 3.650451], [0.185075, -1.090821, 4.406982], [1.434657, -2.357827, 4.205217], [2.320161, -2.437540, -1.471373], [0.166155, -2.103426, -2.487966], [-0.551941, -2.690736, -1.013551], [0.278300, -5.007825, -1.464718], [-0.854465, -4.392021, -2.678418], [0.672879, -5.108709, -4.170119], [1.412724, -3.498602, -3.813455], [2.258311, -5.721919, -1.949115], [3.198771, -4.407488, -2.680101], [2.824245, -5.891930, -3.609155], [-3.644023, 2.870442, -0.157230], [-3.758417, 3.755060, 0.645618], [-4.770600, 4.643187, 0.638956], [-4.557524, 5.639032, 1.660055], [-3.618445, 4.984938, 2.663689], [-2.793143, 4.070736, 1.765562], [-4.118605, 6.522947, 1.193462], [-5.512973, 5.912714, 2.100020], [-3.029098, 5.700138, 3.233787], [-4.191444, 4.384156, 3.371570], [-1.926754, 4.581950, 1.345165], [-2.488527, 3.162410, 2.277160]],
  "atomic_forces_ev_per_a": [[-0.6549, 0.0816, 0.2578], [0.0023, -0.2644, -0.2084], [0.3601, 1.8254, -1.0270], [-0.8375, 0.3873, -0.0834], [1.1207, 1.1819, 0.6606], [-0.0344, -0.5959, -0.1984], [0.1531, -0.9661, -0.8485], [0.0218, 0.6597, 0.6902], [0.1443, -0.6927, 0.5503], [-0.3544, 0.0190, -0.2663], [-0.0463, -0.9415, 0.2460], [0.0218, 0.1843, -0.2269], [0.4707, -0.2332, -0.0405], [-0.3848, -0.0819, -0.3789], [-1.0180, -0.4344, 0.6572], [0.6411, 0.5097, -1.2554], [-0.2364, -0.6794, 1.8414], [-0.3820, 0.4316, -0.7335], [0.6164, -1.3576, 0.5029], [-0.0506, 1.4537, -0.6067], [0.0966, -1.4217, -0.2534], [-0.1217, -0.1103, 0.1056], [-0.1939, 0.2209, 0.0973], [-0.0018, -0.0811, 0.1046], [-0.2159, 0.2571, 0.2669], [-0.0577, 0.0919, -0.1119], [-0.0946, 0.1124, 0.2609], [0.0704, -0.1148, 0.0770], [0.0805, 0.1768, -0.0783], [0.0049, 0.2207, 0.1557], [0.2511, -0.0565, -0.0456], [0.1628, 0.0611, 0.0585], [-0.0255, 0.0387, -0.0014], [-0.0856, 0.2022, 0.2770], [0.2503, 0.1554, -0.2207], [-0.0478, -0.2127, -0.4892], [-0.0272, 0.0193, -0.0343], [0.2310, -0.3171, 0.0484], [0.2912, 0.1390, 0.1044], [-0.0849, -0.0195, -0.0222], [0.2564, -0.0532, -0.1933], [0.0529, -0.1073, 0.0266], [-0.0179, 0.1631, 0.2024], [0.1142, -0.0068, 0.0897], [-0.4721, 0.2554, 0.4293], [0.0123, -0.0349, -0.0313], [-0.0863, -0.0773, -0.1805], [-0.0258, 0.0512, -0.0683], [-0.0197, 0.0271, -0.0152], [0.0390, -0.0455, 0.0204], [0.1120, -0.0209, -0.1115]],
  "lowdin_charge": [0.07, -0.14, -0.17, -0.27, 0.92, -0.26, -0.32, 0.00, -0.25, -0.04, -0.53, 0.87, -0.04, 0.01, -0.20, -0.19, -0.22, -0.10, 0.09, 0.08, 0.12, 0.05, 0.04, 0.04, 0.04, 0.13, 0.07, 0.09, 0.10, 0.12, 0.11, 0.13, 0.10, 0.11, 0.10, 0.09, 0.07, 0.06, 0.07, 0.11, -0.49, 0.04, -0.14, -0.14, -0.10, 0.13, 0.13, 0.12, 0.12, 0.13, 0.11]
}

***

Q: Number 1 is which compound?
A: C17H27Cl9O18S3